A gas-phase ion, C4H5F3NO3 (charge -1), computed with ωB97M-V/def2-TZVPD.

XYZ file:
```
16
Properties=species:S:1:pos:R:3:lowdin_charge:R:1
N 0.323 0.100 1.616 0.04
C -0.531 0.552 0.469 -0.20
C -0.329 -0.475 -0.786 -0.36
O -0.428 -1.769 -0.551 -0.07
C 1.034 -0.100 -1.511 -0.71
O 1.864 -1.013 -1.433 -0.04
O 1.170 1.037 -1.974 -0.03
C -1.930 0.421 1.013 -0.56
F -2.982 0.639 0.013 0.01
F -2.155 1.347 1.929 0.14
F -2.237 -0.759 1.521 0.15
H -0.012 -0.906 1.663 0.09
H 1.325 0.044 1.344 0.09
H -0.240 1.583 0.328 0.14
H -1.289 -0.165 -1.438 0.16
H 0.537 -2.033 -1.016 0.16
```

LUMO energy, eV: 3.90
SMILES: N[C@@H]([C@H](O)C(=O)[O-])C(F)(F)F
HOMO energy, eV: -4.90
Molecular weight, g/mol: 172.1
Net charge: -1
F_max, eV/A: 6.7

***

13 unconnected molecules or ions with the total composition C49H91N3O28, computed with ωB97M-V/def2-TZVPD.

XYZ file:
```
171
Properties=species:S:1:pos:R:3:lowdin_charge:R:1
C -0.370 2.623 4.132 -0.29
O -0.036 1.867 3.220 -0.01
N -0.031 2.562 5.445 -0.17
C -0.543 3.529 6.369 -0.06
C 0.869 1.521 5.914 -0.04
H -0.987 3.468 3.903 0.10
H 0.159 3.764 7.168 0.09
H -1.524 3.132 6.764 0.10
H -0.763 4.513 5.933 0.09
H 1.446 1.029 5.078 0.09
H 1.642 2.029 6.503 0.08
H 0.498 0.676 6.547 0.09
C 4.547 -1.226 4.257 -0.31
O 3.338 -1.012 4.110 -0.02
N 5.231 -2.292 3.770 -0.19
C 6.628 -2.524 4.124 -0.06
C 4.492 -3.248 2.909 -0.01
H 5.253 -0.491 4.692 0.14
H 7.293 -2.562 3.208 0.10
H 6.698 -3.479 4.696 0.10
H 6.980 -1.699 4.722 0.07
H 4.998 -3.384 1.975 0.08
H 4.516 -4.247 3.445 0.11
H 3.481 -2.957 2.860 0.05
C 4.442 -1.678 -5.560 -0.32
O 4.819 -2.241 -6.566 0.03
N 4.973 -0.518 -4.981 -0.21
C 4.550 -0.050 -3.698 -0.07
C 6.244 -0.107 -5.499 -0.06
H 3.539 -2.009 -5.039 0.11
H 3.446 -0.149 -3.658 0.09
H 4.687 1.018 -3.678 0.06
H 5.118 -0.553 -2.858 0.12
H 6.251 -0.307 -6.563 0.09
H 6.393 0.961 -5.367 0.07
H 7.026 -0.585 -4.944 0.09
C -3.285 -5.185 -2.556 -0.04
C -1.955 -4.647 -2.341 -0.37
C -1.758 -3.342 -3.160 -0.05
O -1.204 -2.415 -2.190 0.05
C -1.349 -2.912 -0.952 -0.51
O -0.980 -2.418 0.077 0.12
O -1.957 -4.183 -1.027 0.06
H -4.051 -4.474 -2.345 0.07
H -3.531 -6.123 -2.093 0.09
H -3.380 -5.318 -3.648 0.11
H -1.030 -5.300 -2.456 0.16
H -2.764 -3.112 -3.469 0.12
H -1.126 -3.417 -3.988 0.11
C -7.024 -3.663 1.031 0.00
C -7.411 -2.922 -0.279 -0.30
C -7.495 -1.394 -0.204 -0.06
O -6.127 -1.063 -0.425 0.06
C -5.632 -2.047 -1.125 -0.59
O -4.556 -1.885 -1.683 0.13
O -6.392 -3.137 -1.262 0.11
H -6.661 -4.701 0.761 0.12
H -7.895 -3.677 1.643 0.07
H -6.242 -3.122 1.555 0.08
H -8.340 -3.344 -0.599 0.14
H -7.835 -0.973 0.731 0.14
H -8.049 -0.939 -1.054 0.15
C -0.865 0.865 -0.461 0.01
C 0.422 1.314 0.238 -0.29
C 1.202 0.178 0.917 -0.08
O 2.454 0.235 0.226 0.06
C 2.462 1.174 -0.719 -0.55
O 3.339 1.325 -1.496 0.15
O 1.275 1.857 -0.787 0.06
H -1.368 1.719 -0.891 0.05
H -1.493 0.373 0.270 0.08
H -0.538 0.225 -1.319 0.09
H 0.233 2.114 1.015 0.13
H 0.794 -0.831 0.800 0.10
H 1.485 0.275 1.968 0.11
C -2.780 -0.744 3.417 0.01
C -3.808 -0.384 4.522 -0.35
C -4.092 -1.482 5.465 -0.10
O -3.350 -1.143 6.664 0.04
C -2.808 0.112 6.476 -0.51
O -2.002 0.612 7.185 0.16
O -3.330 0.664 5.337 0.08
H -3.258 -1.449 2.665 0.12
H -1.969 -1.251 3.898 0.04
H -2.416 0.134 2.900 0.07
H -4.737 -0.028 4.039 0.15
H -3.690 -2.480 5.144 0.15
H -5.164 -1.516 5.697 0.13
C -4.800 2.004 -0.129 -0.02
C -4.742 3.253 -0.968 -0.36
C -3.500 3.355 -1.926 -0.05
O -4.040 3.839 -3.185 0.07
C -5.398 3.726 -3.102 -0.51
O -6.140 3.902 -4.027 0.16
O -5.781 3.194 -1.886 0.07
H -5.676 2.068 0.522 0.09
H -3.819 2.002 0.420 0.09
H -4.925 1.153 -0.790 0.08
H -4.821 4.109 -0.314 0.13
H -3.062 2.358 -2.030 0.12
H -2.730 4.031 -1.521 0.12
O 0.935 -4.603 -3.290 0.11
C 2.014 -4.477 -3.745 -0.56
O 3.059 -3.977 -3.079 -0.02
C 2.958 -4.063 -1.672 -0.20
C 2.154 -2.902 -1.053 -0.03
C 2.331 -4.643 -5.201 0.04
H 4.011 -4.080 -1.303 0.13
H 2.494 -5.046 -1.502 0.12
H 1.314 -2.655 -1.662 0.05
H 2.717 -1.975 -0.896 0.07
H 1.865 -3.186 -0.040 0.08
H 1.638 -5.363 -5.681 0.11
H 3.387 -4.805 -5.236 0.08
H 2.045 -3.694 -5.665 0.09
O -2.012 5.584 2.988 0.06
C -2.567 4.903 2.119 -0.53
O -2.279 5.010 0.809 -0.05
C -1.324 6.056 0.385 -0.18
C 0.098 5.550 0.463 -0.04
C -3.594 3.854 2.401 0.03
H -1.561 6.907 1.008 0.11
H -1.712 6.298 -0.586 0.11
H 0.767 6.266 0.013 0.08
H 0.085 4.626 -0.191 0.09
H 0.389 5.237 1.459 0.08
H -4.082 4.043 3.329 0.08
H -2.980 2.888 2.394 0.12
H -4.361 3.896 1.608 0.06
O 0.500 -4.396 6.673 0.11
C -0.391 -3.618 6.649 -0.58
O -0.619 -2.737 5.655 -0.03
C 0.627 -2.572 4.798 -0.15
C 0.281 -2.000 3.416 -0.07
C -1.457 -3.584 7.727 0.02
H 1.164 -3.525 4.736 0.11
H 1.301 -1.948 5.446 0.12
H -0.122 -1.025 3.459 0.03
H -0.398 -2.708 2.895 0.10
H 1.224 -1.887 2.821 0.07
H -1.152 -4.228 8.593 0.10
H -2.377 -3.975 7.303 0.08
H -1.524 -2.609 8.169 0.07
O 0.666 -0.584 -6.278 0.09
C 0.804 0.300 -5.471 -0.55
O 1.681 1.282 -5.668 -0.01
C 2.661 1.131 -6.739 -0.19
C 3.718 2.167 -6.662 -0.05
C -0.040 0.495 -4.239 0.04
H 2.122 1.181 -7.672 0.13
H 3.010 0.149 -6.620 0.08
H 3.308 3.140 -6.616 0.07
H 4.280 2.174 -7.615 0.10
H 4.461 1.977 -5.867 0.06
H -1.093 0.656 -4.551 0.11
H 0.309 1.411 -3.838 0.04
H -0.010 -0.318 -3.551 0.06
O 5.297 4.654 -1.433 0.11
C 5.194 4.374 -2.591 -0.53
O 4.017 4.051 -3.186 -0.02
C 2.888 4.464 -2.480 -0.23
C 1.635 3.953 -3.248 -0.04
C 6.443 4.267 -3.454 0.02
H 2.894 5.536 -2.501 0.12
H 2.931 4.081 -1.470 0.11
H 1.464 4.417 -4.221 0.08
H 0.716 4.149 -2.759 0.04
H 1.726 2.863 -3.364 0.05
H 6.762 5.289 -3.702 0.09
H 6.305 3.663 -4.368 0.07
H 7.165 3.721 -2.858 0.08
```

LUMO energy, eV: 0.00
HOMO energy, eV: -8.98
Molecular weight, g/mol: 1170.3
Net charge: 0
F_max, eV/A: 5.6

***

A molecular structure, C3H5N2, computed with ωB97M-V/def2-TZVPD.

XYZ file:
```
10
Properties=species:S:1:pos:R:3:lowdin_charge:R:1
C -0.369 -0.134 2.600 0.30
C -0.465 -0.062 1.383 -0.06
C -0.389 -0.159 0.060 -0.14
N -0.837 -0.942 -0.827 0.23
N 0.793 1.266 -0.649 0.17
H -0.376 0.083 3.648 0.09
H -1.709 -1.526 -0.793 0.19
H -0.753 -0.776 -1.816 0.15
H 1.330 1.116 0.221 0.04
H 1.145 0.790 -1.457 0.03
```

LUMO energy, eV: -6.16
HOMO energy, eV: -15.55
Molecular weight, g/mol: 69.1
Net charge: +1
F_max, eV/A: 6.6

***

A single C4H8N2O molecule, computed with ωB97M-V/def2-TZVPD.

XYZ file:
```
15
Properties=species:S:1:pos:R:3:lowdin_charge:R:1
N -2.136 0.648 0.160 -0.01
C -0.986 0.035 0.618 -0.35
C -0.414 -1.254 0.078 -0.12
C 0.201 -0.018 -0.436 -0.24
C 1.583 0.571 -0.182 -0.13
N 2.524 -0.237 -0.003 -0.05
O 3.767 0.227 0.305 -0.05
H -2.499 1.540 0.600 0.11
H -2.922 0.061 -0.168 0.09
H -0.661 0.462 1.635 0.16
H -0.965 -1.927 -0.656 0.13
H 0.148 -1.928 0.725 0.10
H -0.127 0.057 -1.494 0.14
H 1.795 1.680 -0.107 0.14
H 4.411 -0.488 0.294 0.09
```

LUMO energy, eV: 1.17
SMILES: N[C@H]1C[C@@H]1/C=N/O
HOMO energy, eV: -8.12
Molecular weight, g/mol: 100.1
Net charge: 0
F_max, eV/A: 4.1

***

A single C8H19PS2 molecule, computed with ωB97M-V/def2-TZVPD.

XYZ file:
```
30
Properties=species:S:1:pos:R:3:lowdin_charge:R:1
C 2.669 0.429 -0.188 -0.11
C 1.432 0.488 0.712 -0.43
C 1.812 -0.112 2.031 -0.10
C 0.251 -0.351 -0.005 -0.15
C -0.990 0.296 -0.609 -0.63
C -0.706 1.310 -1.791 -0.07
C -1.661 1.040 0.558 -0.07
C -1.868 -0.703 -1.400 -0.43
S -2.685 -2.110 -0.332 0.39
P -1.924 -4.217 -0.376 0.25
S -0.940 -4.341 -2.325 0.24
H 2.941 -0.687 -0.544 0.12
H 2.504 0.894 -1.229 0.09
H 3.470 0.921 0.345 0.06
H 1.132 1.527 0.853 0.12
H 0.969 -0.266 2.626 0.04
H 2.567 0.592 2.579 0.12
H 2.313 -1.097 1.867 0.10
H -0.082 -1.074 0.715 0.09
H 0.731 -0.864 -0.839 0.10
H -0.157 2.245 -1.517 0.08
H -1.807 1.693 -2.060 0.11
H -0.332 0.811 -2.767 0.10
H -2.822 1.058 0.644 0.11
H -1.321 2.194 0.486 0.12
H -1.265 0.610 1.479 0.06
H -2.755 -0.167 -1.807 0.08
H -1.270 -1.218 -2.083 0.03
H -3.154 -4.770 -0.795 -0.16
H -1.144 -5.617 -2.214 -0.26
```

LUMO energy, eV: 0.24
SMILES: CC(C)CC(C)(C)CSPS
HOMO energy, eV: -8.37
Molecular weight, g/mol: 210.3
Net charge: 0
F_max, eV/A: 3.1

***

2 unconnected molecules or ions with the total composition C4H13NOS, computed with ωB97M-V/def2-TZVPD.

XYZ file:
```
20
Properties=species:S:1:pos:R:3:lowdin_charge:R:1
C 1.609 -0.347 0.882 -0.15
N 0.887 0.343 -0.183 -0.14
C 0.456 1.695 0.183 -0.25
C -1.041 1.998 0.227 -0.27
C -1.745 1.016 1.239 -0.49
S -2.473 -0.337 0.162 0.63
H 2.609 0.080 1.116 0.08
H 1.025 -0.301 1.824 0.08
H 1.747 -1.412 0.691 0.07
H 1.469 0.185 -0.992 0.10
H 0.790 1.844 1.212 0.11
H 0.933 2.454 -0.444 0.11
H -1.326 2.968 0.657 0.11
H -1.449 1.877 -0.763 0.07
H -1.042 0.531 1.876 0.03
H -2.670 1.402 1.662 0.05
H -1.173 -0.657 -0.179 -0.14
O 3.706 -3.419 -2.327 -0.04
H 2.902 -3.063 -1.964 0.02
H 4.383 -3.056 -1.764 0.02
```

LUMO energy, eV: 0.48
SMILES: CNCCCS.O
HOMO energy, eV: -8.48
Molecular weight, g/mol: 123.2
Net charge: 0
F_max, eV/A: 3.4